33
Properties=species:S:1:pos:R:3 method="wB97M-V/def2-TZVPD" smiles=O.O.O.O.O.O.O.O.O.O.O e_tot_ev=-22880.433 orbital_gap_ev=9.85 homo_energy_ha=-0.376
O 3.0363 1.3803 0.3567
H 2.4968 1.8197 -0.3253
H 3.7757 0.9965 -0.1248
O -3.7039 0.2129 1.5508
H -2.9957 -0.4148 1.3466
H -4.5159 -0.2485 1.3112
O -2.1022 2.2312 0.0770
H -1.2804 1.9211 0.4789
H -2.7773 1.6170 0.3991
O -0.3919 -1.5083 2.8498
H -0.5485 -0.7196 3.3819
H 0.1531 -2.0821 3.4027
O 0.0554 0.1523 -0.3792
H -0.5850 -0.5336 -0.1095
H 0.6227 -0.2867 -1.0375
O 1.4190 -0.9816 -2.6677
H 2.1752 -1.5803 -2.7315
H 0.6851 -1.4590 -3.0771
O 0.9583 2.9003 -1.0865
H 0.9444 3.3883 -0.2515
H 0.5280 2.0471 -0.8799
O 1.8303 1.6291 -3.5639
H 1.7322 2.1556 -2.7557
H 1.8302 0.7088 -3.2504
O -1.4851 -2.0631 0.4352
H -0.9900 -1.9765 1.2930
H -2.2346 -2.6339 0.6470
O 0.5266 2.2924 2.0035
H 0.3079 1.9604 2.8788
H 1.1636 1.6498 1.6479
O -0.1593 -4.4877 -0.3537
H -0.1220 -4.5336 -1.3141
H -0.3491 -3.5535 -0.1514